(1)
{
  "formula": "C18H21Cl6F5O15",
  "method": "ωB97M-V/def2-TZVPD",
  "spin_multiplicity": 1,
  "e_lumo_ev": -0.0736,
  "fmax_ev_per_a": 1.20,
  "charge": 0,
  "elements": ["C", "Cl", "Cl", "H", "H", "C", "Cl", "Cl", "H", "H", "C", "Cl", "Cl", "H", "H", "C", "C", "O", "C", "O", "O", "F", "H", "H", "H", "C", "C", "O", "C", "O", "O", "F", "H", "H", "H", "C", "C", "O", "C", "O", "O", "F", "H", "H", "H", "C", "C", "O", "C", "O", "O", "F", "H", "H", "H", "C", "C", "O", "C", "O", "O", "F", "H", "H", "H"],
  "positions_angstrom": [[0.12340, 0.17268, -0.36770], [0.29404, -1.31184, 0.56902], [-1.40872, 0.32219, -1.24170], [0.18707, 1.04885, 0.26540], [0.95841, 0.17930, -1.05554], [0.33127, -4.74039, -0.94315], [-0.37024, -5.97930, -1.99226], [0.46378, -5.30335, 0.73495], [1.32115, -4.50502, -1.31524], [-0.32929, -3.88252, -0.93891], [1.90420, 1.02540, -4.27230], [1.33552, 2.48132, -3.48499], [3.65869, 1.03279, -4.58432], [1.69999, 0.12474, -3.70201], [1.41535, 0.91484, -5.23437], [-2.89045, 1.74791, 1.63174], [-4.31333, 1.22510, 1.57788], [-4.37808, 0.36929, 2.67882], [-3.10761, -0.02808, 3.01084], [-2.84947, -0.88047, 3.78778], [-2.20841, 0.71055, 2.32838], [-4.50617, 0.46790, 0.44501], [-2.87762, 2.66877, 2.22240], [-2.39873, 1.93699, 0.68390], [-5.10115, 1.96623, 1.67280], [-0.62363, 6.39126, 1.62474], [-1.28980, 5.69184, 2.79832], [-0.85366, 4.36320, 2.69149], [-0.25852, 4.18594, 1.47029], [0.28862, 3.20370, 1.10715], [-0.36270, 5.31372, 0.74017], [-2.66003, 5.71886, 2.65081], [0.33313, 6.78041, 1.98390], [-1.26169, 7.16705, 1.22072], [-1.07904, 6.04235, 3.80403], [5.25554, 0.64467, -0.84017], [3.75893, 0.80886, -1.08899], [3.20490, 0.84488, 0.19139], [4.12920, 0.42966, 1.11289], [3.88719, 0.23759, 2.25475], [5.32843, 0.26519, 0.52425], [3.31360, -0.34127, -1.71766], [5.87683, 1.51128, -1.05741], [5.60160, -0.16907, -1.47769], [3.41601, 1.67546, -1.64327], [3.25910, -2.93188, 0.94392], [3.23584, -2.91883, 2.46497], [4.54833, -3.22629, 2.80015], [5.14215, -3.86758, 1.73882], [6.19142, -4.40783, 1.79720], [4.37027, -3.76372, 0.63902], [2.35977, -3.87718, 2.91478], [3.46009, -1.90658, 0.62283], [2.33403, -3.29304, 0.52037], [2.92412, -1.96572, 2.88418], [-4.32266, -1.39356, -2.41293], [-5.16765, -1.90006, -3.56903], [-6.28686, -2.42036, -2.91025], [-5.86683, -2.85570, -1.66987], [-6.49744, -3.53473, -0.94037], [-4.62718, -2.38061, -1.42572], [-4.51798, -2.93594, -4.19840], [-4.73905, -0.44373, -2.07028], [-3.26712, -1.32790, -2.64275], [-5.49081, -1.17819, -4.31277]]
}

(2)
{
  "formula": "C18H21ClF3N2O10P2ReS3",
  "method": "ωB97M-V/def2-TZVPD",
  "spin_multiplicity": 4,
  "e_above_lowest_kj_mol": 0.0,
  "e_lumo_ev": [-3.1534, -4.1122],
  "fmax_ev_per_a": 0.73,
  "charge": 1,
  "elements": ["Re", "C", "C", "O", "P", "O", "O", "O", "P", "O", "O", "O", "H", "H", "H", "H", "H", "H", "H", "C", "C", "N", "C", "C", "S", "C", "C", "S", "C", "N", "C", "H", "H", "H", "H", "H", "H", "H", "H", "F", "C", "F", "F", "S", "O", "O", "O", "Cl", "C", "C", "C", "C", "C", "C", "C", "H", "H", "H", "H", "H", "H"],
  "positions_angstrom": [[0.43832, 0.63649, 0.00568], [-4.23164, -1.30947, 1.39117], [-2.85128, -0.66993, 1.27085], [-2.33260, -0.25541, 2.52672], [-1.63021, -1.87529, 0.60820], [-2.25987, -2.78780, -0.48813], [-1.33058, -2.86932, 1.76940], [-0.34742, -1.22420, 0.08873], [-2.92185, 0.91483, 0.33554], [-3.56826, 0.46219, -1.06222], [-3.68645, 1.96496, 1.00360], [-1.44597, 1.24385, -0.00981], [-4.18318, -2.19249, 2.03229], [-4.62096, -1.61322, 0.42089], [-4.90818, -0.58404, 1.84222], [-2.54353, -0.89980, 3.21350], [-2.20654, -2.45824, -1.41114], [-0.79028, -2.47105, 2.49987], [-4.42474, 0.89266, -1.19782], [2.85708, -2.13137, -0.37955], [3.29726, -0.70887, -0.44348], [2.54750, 0.35835, -0.24725], [3.27742, 1.54028, -0.32306], [4.58614, 1.36543, -0.60438], [4.92444, -0.30224, -0.75583], [2.54464, 2.75883, -0.03204], [2.98346, 4.02424, 0.12139], [1.69460, 5.01919, 0.64234], [0.60894, 3.70991, 0.62759], [1.19516, 2.58969, 0.23252], [-0.80991, 3.86900, 1.05597], [1.77620, -2.20206, -0.39652], [3.20341, -2.57213, 0.55514], [3.27761, -2.69928, -1.20995], [5.35515, 2.11803, -0.71273], [3.98493, 4.40750, -0.00924], [-0.94476, 4.82809, 1.55014], [-1.08844, 3.07147, 1.74432], [-1.48742, 3.81731, 0.20124], [1.19343, 0.86303, 5.18169], [2.00648, 0.27982, 4.31878], [2.83308, 1.19222, 3.80032], [2.71373, -0.65788, 4.93023], [1.04552, -0.47437, 2.94866], [0.11679, -1.37654, 3.58636], [0.43245, 0.71938, 2.31336], [2.03158, -1.08830, 2.09136], [-1.73410, -4.26957, -4.62526], [-1.11453, -2.80926, -3.94083], [0.24830, -2.67266, -3.72810], [0.73148, -1.50244, -3.16811], [-0.11817, -0.45592, -2.80674], [0.41232, 0.76652, -2.11624], [-1.47465, -0.59968, -3.07339], [-1.98158, -1.77319, -3.62808], [0.91764, -3.47662, -4.00730], [1.79877, -1.39382, -3.02504], [-0.22091, 1.63109, -2.33101], [1.41698, 0.99231, -2.48853], [-2.15330, 0.21089, -2.84083], [-3.03946, -1.87109, -3.84743]]
}

(3)
{
  "formula": "C18H21ClN2O5S2",
  "method": "ωB97M-V/def2-TZVPD",
  "spin_multiplicity": 1,
  "e_above_lowest_kj_mol": 0.0,
  "e_lumo_ev": 0.2753,
  "fmax_ev_per_a": 1.13,
  "charge": 0,
  "elements": ["C", "H", "H", "H", "O", "C", "C", "C", "C", "C", "C", "H", "H", "N", "S", "O", "O", "C", "C", "C", "C", "C", "C", "H", "H", "H", "Cl", "H", "H", "H", "S", "O", "O", "N", "C", "C", "C", "C", "C", "H", "H", "H", "H", "H", "H", "H", "H", "H", "H"],
  "positions_angstrom": [[-2.72342, -3.56207, 1.12658], [-2.21113, -4.49414, 0.86653], [-2.30372, -3.14268, 2.04305], [-3.78593, -3.75191, 1.26221], [-2.63959, -2.62678, 0.05879], [-1.37123, -2.34677, -0.37942], [-0.54982, -1.40028, 0.22571], [0.67739, -1.08343, -0.31599], [1.12724, -1.69209, -1.48156], [0.32563, -2.66344, -2.07745], [-0.89613, -2.99089, -1.52218], [-1.52531, -3.73300, -1.98999], [0.65828, -3.15629, -2.97914], [2.35030, -1.30097, -2.01121], [2.73858, 0.34925, -2.00383], [3.74984, 0.48623, -3.00651], [1.54204, 1.12939, -2.11710], [3.44758, 0.57433, -0.37914], [4.43636, -0.29652, 0.02960], [4.95776, -0.14526, 1.30646], [4.49306, 0.85689, 2.14855], [3.50817, 1.72436, 1.70775], [2.98119, 1.58916, 0.43330], [2.20812, 2.24170, 0.06111], [3.14474, 2.49957, 2.36286], [4.90152, 0.95104, 3.14243], [6.18573, -1.21934, 1.85152], [4.78193, -1.07112, -0.63497], [2.62134, -1.75054, -2.87320], [1.27405, -0.34843, 0.19407], [-1.02212, -0.34083, 1.60641], [0.18802, 0.20038, 2.15869], [-1.90977, -1.01910, 2.50269], [-1.85059, 0.90216, 0.89904], [-3.08540, 0.53171, 0.24600], [-3.94095, 1.77821, 0.03855], [-3.16079, 2.80436, -0.77918], [-1.84735, 3.12631, -0.07150], [-1.04761, 1.84497, 0.15127], [-0.16010, 2.03864, 0.75414], [-0.73202, 1.42569, -0.81654], [-1.25157, 3.82021, -0.66554], [-2.05979, 3.58540, 0.89526], [-3.75176, 3.71306, -0.90636], [-2.94798, 2.39624, -1.76983], [-4.19234, 2.20169, 1.01172], [-4.86537, 1.50176, -0.47004], [-3.58227, -0.19192, 0.89255], [-2.88479, 0.05511, -0.72621]]
}

(4)
{
  "formula": "C18H21F4N3O3SSc",
  "method": "ωB97M-V/def2-TZVPD",
  "spin_multiplicity": 1,
  "e_above_lowest_kj_mol": 52.6,
  "e_lumo_ev": -4.3935,
  "fmax_ev_per_a": 0.63,
  "charge": 1,
  "elements": ["Sc", "C", "C", "N", "C", "C", "C", "C", "N", "C", "C", "F", "C", "F", "C", "C", "F", "C", "F", "H", "H", "H", "H", "H", "H", "H", "H", "H", "H", "H", "H", "H", "H", "H", "N", "C", "C", "C", "C", "C", "C", "S", "O", "O", "O", "H", "H", "H", "H", "H", "H"],
  "positions_angstrom": [[-0.27596, -0.01240, 0.46262], [-0.25836, 0.05451, -4.18404], [-0.36150, -0.50640, -2.77413], [0.21070, 0.36847, -1.70390], [-0.33756, 1.76286, -1.78234], [-0.28263, 2.42461, -0.39502], [1.70385, 0.39599, -1.79283], [2.32287, -0.65054, -0.89120], [1.64547, -0.51576, 0.40266], [2.35320, -0.57245, 1.59234], [1.78671, 0.08018, 2.68302], [0.56672, 0.71362, 2.41999], [2.33071, 0.13313, 3.94196], [1.68966, 0.78696, 4.90768], [3.53819, -0.49733, 4.17391], [4.13134, -1.16433, 3.11762], [5.28193, -1.79772, 3.30695], [3.55947, -1.21962, 1.85343], [4.16437, -1.92685, 0.89379], [-0.63717, -0.69465, -4.87851], [0.75938, 0.29430, -4.49009], [-0.88343, 0.93929, -4.29805], [0.14198, -1.47270, -2.69371], [-1.41771, -0.63616, -2.55458], [-1.36828, 1.72852, -2.13441], [0.24709, 2.34043, -2.49972], [-1.14065, 2.14206, 0.24195], [-0.44294, 3.49841, -0.47501], [0.68700, 2.29662, 0.10702], [2.04492, 1.37746, -1.46239], [2.01752, 0.27215, -2.82916], [3.39192, -0.45838, -0.80563], [2.21042, -1.65888, -1.29768], [4.00369, -0.47495, 5.14858], [-0.71963, -2.00747, 2.28591], [-1.81352, -1.46420, 1.59256], [-2.32620, -0.22607, 2.02489], [-3.03421, 0.57874, 1.14050], [-3.24063, 0.17208, -0.18184], [-2.84665, -1.10681, -0.56509], [-2.11232, -1.92143, 0.29979], [-3.89009, 1.36332, -1.37969], [-3.30603, 0.86136, -2.61591], [-5.31238, 1.25891, -1.25374], [-3.26747, 2.58152, -0.88706], [-0.71127, -1.83632, 3.28324], [-0.50409, -2.97357, 2.07695], [-2.10678, 0.12312, 3.02804], [-3.37443, 1.56119, 1.44626], [-3.07782, -1.43165, -1.57171], [-1.73940, -2.88315, -0.03418]]
}